<a>
{
  "formula": "C4H5N3",
  "method": "wB97M-V/def2-TZVPD",
  "homo_energy_ev": [-7.44, -7.43],
  "gap_ha": [0.30044, 0.30041],
  "lumo_ev": [0.740, 0.740],
  "symbols": ["N", "C", "C", "N", "C", "N", "C", "H", "H", "H", "H", "H"],
  "positions_angstrom": [[-1.94, -0.02, 0.00], [-0.57, 0.15, -0.08], [-0.05, 1.46, -0.30], [0.42, 1.41, 0.85], [2.53, -0.68, 0.51], [1.46, -1.07, 0.06], [0.20, -1.10, -0.12], [-2.51, 0.81, -0.07], [-2.32, -0.75, 0.58], [-0.24, 2.25, -1.04], [3.34, -0.40, -0.17], [-0.32, -2.06, -0.21]],
  "mulliken_charge": [-0.468, 0.608, -0.270, -0.493, -0.227, -0.082, -0.440, 0.217, 0.206, 0.353, 0.222, 0.373]
}

<b>
{
  "formula": "C4H5N3",
  "method": "wB97M-V/def2-TZVPD",
  "homo_energy_ev": -9.70,
  "gap_ha": 0.37820,
  "smiles": "CNC1=N[C@H]1C#N",
  "lumo_ev": 0.588,
  "symbols": ["C", "N", "C", "N", "C", "C", "N", "H", "H", "H", "H", "H"],
  "positions_angstrom": [[0.80, -1.80, -0.16], [0.30, -0.63, -0.89], [0.36, 0.56, -0.23], [1.08, 1.53, 0.08], [-0.36, 1.42, 0.68], [-1.48, 2.18, 0.18], [-2.45, 2.68, -0.19], [1.19, -1.51, 0.82], [1.60, -2.27, -0.74], [0.00, -2.53, 0.01], [-0.62, -0.75, -1.30], [-0.42, 1.14, 1.73]],
  "mulliken_charge": [-0.768, -0.315, 0.309, -0.448, -0.016, 0.142, -0.386, 0.296, 0.260, 0.299, 0.289, 0.338]
}

Winner for stability: <b>